No. 1
The molecule C2H5N3, computed with ωB97M-V/def2-TZVPD.

Summary:
* orbital gap: 9.11 eV
* molecular weight: 71.1 g/mol
* energy: -6622.3141 eV
* HOMO level: -8.5254 eV

Atoms and positions in Å:
N  -1.14606  -0.99778  -0.19915
N  1.40103  -1.16325  -0.03203
N  0.24851  0.91370  -0.11856
C  -0.90793  0.35528  0.05331
C  1.46223  0.10150  -0.08962
H  2.43079  0.68930  -0.29392
H  0.40065  -1.62513  0.42349
H  0.25427  1.88956  0.33018
H  -1.96318  0.94697  -0.22139
H  -2.18032  -1.11015  0.14767

Atom charges from the natural (NBO) analysis, given in e for atoms 1 to 4: -0.7555 -0.6329 -0.6273 0.2543

No. 2
The molecule C18H17NO4, computed with ωB97M-V/def2-TZVPD.

Summary:
* orbital gap: 9.20 eV
* molecular weight: 311.3 g/mol
* energy: -28622.3862 eV
* HOMO level: -8.3994 eV

Atoms and positions in Å:
O  -1.01405  -3.20425  0.13312
O  -0.92199  -0.42188  1.35723
O  2.49253  -1.07188  1.51419
O  -0.56405  -1.85181  -1.59875
N  0.71701  0.64886  0.18692
C  -0.13271  1.69266  -0.39537
C  -2.39206  0.73000  -0.90382
C  -1.60492  1.56200  -0.11623
C  1.19550  -1.50775  1.19659
C  -3.56693  2.23563  1.09964
C  -3.75284  0.64026  -0.67669
C  2.66463  1.68695  -0.88824
C  4.03874  1.81164  -1.00394
C  1.19105  -2.42104  -0.05611
C  2.10258  0.74076  -0.03615
C  -0.21645  -2.45550  -0.61680
C  4.88208  1.00439  -0.26317
C  -4.34378  1.39328  0.32398
C  -2.40417  -3.15141  -0.16914
C  4.34366  0.04308  0.57198
C  2.96895  -0.10034  0.67860
C  -2.20441  2.32248  0.87837
C  0.21503  -0.35625  0.94068
H  0.01075  1.64774  -1.48114
H  0.83322  -2.06716  2.06397
H  -2.56226  -3.25280  -1.24443
H  -4.02262  2.82632  1.88092
H  4.44555  2.55435  -1.67255
H  5.95239  1.11214  -0.34094
H  -1.59989  2.97663  1.49087
H  -1.92971  0.13140  -1.67488
H  -5.40746  1.32292  0.49906
H  -4.35576  -0.01812  -1.28567
H  -2.86581  -3.97399  0.37037
H  1.85944  -2.00099  -0.81039
H  0.22615  2.65968  -0.02383
H  2.03877  2.34146  -1.47048
H  1.52171  -3.42245  0.21588
H  4.96876  -0.61257  1.15651
H  -2.80660  -2.19445  0.16985

Atom charges from the natural (NBO) analysis, given in e for atoms 1 to 4: -0.5012 -0.5867 -0.4713 -0.6082

No. 3
A structure of composition C8H8N5O4PtS, computed with ωB97M-V/def2-TZVPD.

Summary:
* orbital gap: 5.65 eV
* molecular weight: 465.3 g/mol
* energy: -38148.2677 eV
* total charge: -1
* HOMO level: -3.3684 eV

Atoms and positions in Å:
Pt  0.11291  -0.05730  0.64195
S  0.35691  2.22137  0.67449
O  -0.42536  -0.21700  -2.03166
O  -2.86936  1.15950  0.35542
O  -1.60640  -1.89485  -1.52427
O  -1.65458  -0.29018  1.60186
N  1.92527  -0.04075  -0.08847
N  0.45424  -2.08231  0.54592
N  -1.30888  -1.03382  -2.38117
N  2.59602  1.09712  -0.41952
N  2.50894  3.36053  -0.37814
C  -0.39317  -3.06052  0.83537
C  2.10887  -3.66565  -0.10203
C  1.89447  2.16774  -0.09091
C  1.68154  -2.35827  0.06520
C  2.48514  -1.18550  -0.27868
C  1.24003  -4.69384  0.23037
C  -2.74349  0.29576  1.19673
C  -0.02631  -4.39024  0.70126
H  3.09964  -3.86193  -0.48845
H  -0.73866  -5.16577  0.94434
H  -1.36841  -2.73568  1.16888
H  1.88588  4.14388  -0.48070
H  -3.62766  -0.13864  1.70522
H  3.47882  -1.24835  -0.70210
H  1.54991  -5.72444  0.11280
H  3.22789  3.29334  -1.08051

Atom charges from the natural (NBO) analysis, given in e for atoms 1 to 4: 0.8363 -0.1222 -0.5954 -0.6442

No. 4
The molecule C9H12N2O2, computed with ωB97M-V/def2-TZVPD.

Summary:
* orbital gap: 8.54 eV
* molecular weight: 180.2 g/mol
* energy: -16597.2557 eV
* HOMO level: -8.3982 eV

Atoms and positions in Å:
O  -1.04407  1.63768  -1.75877
O  -0.54348  2.44670  2.72070
N  -0.30500  1.64406  1.87069
N  -0.87619  1.13603  -0.60400
C  1.61320  -2.13888  -0.45650
C  0.59978  -2.20780  -1.55982
C  0.38495  -0.35605  0.75612
C  1.09122  -1.76778  0.87630
C  0.20552  -0.75962  -1.77370
C  -0.16431  -0.03429  -0.50097
C  -2.01049  3.03652  0.40227
C  -1.13265  1.85825  0.45681
C  0.44453  0.54214  1.84645
H  -2.20895  3.12980  1.47061
H  -1.49207  3.96518  0.08762
H  0.34286  -2.43123  1.09917
H  -0.14487  -2.85112  -1.00947
H  2.14233  -3.06051  -0.37228
H  1.81010  -1.81543  1.67192
H  0.81404  0.23873  2.84459
H  2.36501  -1.45437  -0.73141
H  -0.74932  -0.90738  -2.30090
H  -2.87206  2.86059  -0.19228
H  0.85092  -0.09417  -2.31999
H  0.87901  -2.61704  -2.52318

Atom charges from the natural (NBO) analysis, given in e for atoms 1 to 4: -0.5511 -0.4346 0.1906 0.0586

We obtain energy relative to the best compared isomer or geometry (same formula, charge and spin) values of 60.5; 16.1; 0.0; 116.7 kcal per mole for the records listed above, in that order.